Here is a structure of composition C51H40F12N11O3Y from OMol25. Energies are from ωB97M-V/def2-TZVPD.

```
! wB97M-V def2-TZVPD RIJCOSX def2/J DEFGRID3
* xyz 0 1
Y -0.40254 0.08457 -0.78858
C 2.31975 -3.77308 4.62108
C 2.01708 -3.01766 3.35393
C 2.94483 -2.16009 2.78371
C 2.68410 -1.56291 1.56456
C 1.51989 -1.81765 0.83060
N 1.36140 -1.32576 -0.48268
C 2.22782 -1.87238 -1.42813
C 3.30947 -2.69332 -1.03668
C 4.32232 -3.08819 -1.88795
C 4.33392 -2.69901 -3.21720
C 5.42901 -3.09474 -4.16990
C 3.22637 -1.99061 -3.65139
C 2.16389 -1.59969 -2.83542
C 0.88630 -1.13768 -3.56136
O -0.15589 -0.83958 -2.73397
C 0.46811 -2.33456 -4.49978
F 1.18479 -2.35809 -5.64466
F -0.82467 -2.26416 -4.86758
F 0.63179 -3.51711 -3.91325
C 1.08814 0.10651 -4.50254
F 0.84968 1.23626 -3.82465
F 2.30708 0.24354 -5.04401
F 0.20695 0.09864 -5.52212
C 0.52887 -2.60280 1.45408
C 0.81023 -3.19145 2.68716
C -0.82869 -2.79962 0.73738
O -1.33381 -1.64111 0.21464
C -0.66152 -3.89673 -0.37597
F -1.76405 -4.66030 -0.51942
F 0.35219 -4.73996 -0.10102
F -0.42717 -3.34895 -1.55778
C -1.90501 -3.35093 1.72770
F -1.70186 -4.63618 2.08952
F -3.13432 -3.27458 1.21441
F -1.92888 -2.63887 2.87725
H 3.21127 -3.37789 5.11066
H 1.49555 -3.73561 5.33700
H 2.50286 -4.82945 4.41373
H 3.88907 -1.96934 3.28438
H 3.45409 -0.94089 1.12673
H 3.36091 -3.04751 -0.02022
H 5.11645 -3.71570 -1.49620
H 6.27477 -3.52907 -3.63570
H 5.08266 -3.83360 -4.89622
H 5.79998 -2.23631 -4.73353
H 3.17551 -1.76690 -4.70705
H 0.08905 -3.85470 3.14315
C 4.40013 1.48729 -1.31495
C 3.12228 1.05282 -0.94060
N 2.00537 1.69769 -1.21567
C 2.11468 2.85559 -1.90845
C 3.35227 3.38566 -2.30735
C 4.51466 2.66142 -1.99847
C 3.41546 4.62882 -3.01987
C 2.29305 5.29907 -3.33037
C 1.00690 4.77406 -2.97543
C -0.17385 5.43588 -3.34502
C -1.37480 4.87422 -3.01939
C -1.37308 3.65556 -2.32975
N -0.29129 3.00365 -1.96123
C 0.89955 3.56147 -2.27287
H 5.25770 0.87740 -1.06718
H 2.99510 0.12893 -0.40351
H 5.47888 3.04088 -2.31505
H 4.38942 5.00931 -3.30182
H 2.33383 6.23715 -3.87011
H -0.11466 6.37083 -3.88903
H -2.31591 5.33253 -3.28923
H -2.31746 3.20317 -2.08286
N -2.67307 -0.58160 -3.80344
C -3.44064 0.23162 -3.11037
N -4.63867 0.54672 -3.63084
C -5.41609 1.27443 -2.85012
N -6.64787 1.58438 -3.29641
N -5.07704 1.75929 -1.63815
C -3.85247 1.44588 -1.25412
N -2.97717 0.68776 -1.90707
C -3.39916 2.12602 0.00348
C -4.31436 2.85113 0.74985
C -3.86472 3.56590 1.84587
C -2.51245 3.55962 2.13007
C -1.67322 2.78915 1.33999
N -2.09809 2.05753 0.31312
H -3.00800 -0.89526 -4.69695
H -1.71993 -0.80418 -3.49135
H -6.95613 1.22542 -4.18042
H -7.25979 2.12213 -2.71264
H -5.35290 2.84650 0.45730
H -4.55897 4.12467 2.45981
H -2.10119 4.12897 2.95224
H -0.61225 2.75940 1.53108
C -0.63343 -1.29147 5.66618
N -0.18070 -0.11590 4.91103
N -0.77279 0.02663 3.65550
C 0.19075 0.40708 2.73580
O -0.00913 0.61849 1.53219
C 1.41224 0.52430 3.47808
C 1.15973 0.12729 4.74444
C 2.10747 -0.12557 5.86020
C -2.17811 0.28130 3.63527
C -2.77640 0.82596 4.76596
C -4.15339 0.99341 4.79828
C -4.92533 0.63167 3.70637
C -4.30990 0.11822 2.57292
C -2.93730 -0.06354 2.52531
H -1.64276 -1.53225 5.34557
H -0.65076 -1.05766 6.72903
H 0.00775 -2.15219 5.47745
H 2.35848 0.80903 3.05647
H 3.10841 0.18344 5.56847
H 2.13734 -1.19251 6.09486
H 1.81961 0.41259 6.76366
H -2.16645 1.10513 5.61475
H -4.61810 1.40248 5.68633
H -6.00089 0.75023 3.73497
H -4.90503 -0.16784 1.71440
H -2.46305 -0.50197 1.65712
*
```

The value obtained for the relative energy (zero: lowest compared OMol25 entry of this formula, charge and spin) is 4.61 kcal/mol. The calculation puts the frontier orbital gap at 0.230 Ha.

Here is a structure of composition C51H40N5O2PdSTe from OMol25. Energies are from ωB97M-V/def2-TZVPD.

```
! wB97M-V def2-TZVPD RIJCOSX def2/J DEFGRID3
* xyz 3 5
Pd 0.26173 -0.55839 0.00053
C 3.56601 -3.31567 1.75226
C 4.40197 -3.48722 0.66301
C 4.03162 -2.96480 -0.56722
C 2.82956 -2.29321 -0.68432
N 2.02220 -2.12950 0.37857
C 2.38403 -2.62369 1.56694
C 2.38073 -1.68131 -1.97162
C 2.99720 -1.91431 -3.18791
C 2.53552 -1.24509 -4.31000
C 1.48734 -0.34464 -4.19818
C 0.90122 -0.16670 -2.95882
N 1.34033 -0.84714 -1.89532
C -0.16161 0.84143 -2.67211
C -0.81799 1.55600 -3.65299
C -1.72461 2.54171 -3.27968
C -1.93519 2.79839 -1.93714
C -1.26011 2.02935 -1.00733
N -0.40479 1.06891 -1.36822
H 3.82411 -3.70055 2.73063
H 5.34127 -4.01509 0.76696
H 4.69216 -3.06856 -1.41804
H 1.70962 -2.43676 2.39286
H 3.82392 -2.60767 -3.26956
H 3.00787 -1.40994 -5.27125
H 1.15506 0.21759 -5.06138
H -0.62998 1.36096 -4.70075
H -2.25105 3.10853 -4.03774
H -2.61104 3.57785 -1.60966
H -1.39022 2.18280 0.05525
C -4.02565 -0.97251 6.05648
C -2.99031 -0.77109 5.00236
C -1.68514 -0.33341 5.32865
C -0.73603 -0.17067 4.37214
C 0.61531 0.44019 4.70449
O 1.03742 1.27166 3.93078
C 1.38181 -0.04700 5.87589
C 1.11677 -1.27616 6.48391
C 1.89421 -1.70927 7.54759
C 2.93011 -0.91213 8.01620
C 3.19760 0.31697 7.41713
C 2.43206 0.74451 6.34623
C -1.05296 -0.48850 2.97242
O -0.13135 -0.45416 2.13963
C -2.41906 -0.86507 2.62136
C -3.31890 -0.99852 3.63502
C -2.88362 -1.07901 1.21738
N -2.13296 -0.84725 0.20024
C -2.66542 -1.09090 -1.16256
C -2.48477 -2.55371 -1.53536
Te -0.56922 -3.21033 -0.87171
C -1.32959 -4.29979 0.73975
C -1.11644 -3.88834 2.04761
C -1.65572 -4.64204 3.08351
C -2.39268 -5.78698 2.80204
C -2.59883 -6.18411 1.48473
C -2.06696 -5.43893 0.43961
C -4.30077 -1.55289 1.04899
C -5.31485 -0.66815 0.69044
C -6.61189 -1.13310 0.52075
C -6.89824 -2.48135 0.70159
C -5.88881 -3.36385 1.07397
C -4.58993 -2.90271 1.25439
H -3.61111 -0.89230 7.05847
H -4.50622 -1.94808 5.94375
H -4.82100 -0.22367 5.95196
H -1.45109 -0.09353 6.36170
H 0.31162 -1.91005 6.12494
H 1.68776 -2.66248 8.01833
H 3.53036 -1.24754 8.85349
H 3.99780 0.94155 7.79280
H 2.62315 1.69990 5.87141
H -4.33832 -1.27699 3.40089
H -2.11809 -0.46122 -1.85013
H -3.71563 -0.82832 -1.24489
H -2.54852 -2.71352 -2.61061
H -3.19529 -3.19585 -1.02027
H -0.55694 -2.98649 2.26292
H -1.49490 -4.33825 4.11154
H -2.80350 -6.37815 3.61272
H -3.16808 -7.08004 1.26721
H -2.22539 -5.75943 -0.58484
H -5.09932 0.38957 0.56760
H -7.40139 -0.43965 0.25243
H -7.90990 -2.84254 0.55957
H -6.11428 -4.41195 1.23700
H -3.80410 -3.59110 1.56409
S 4.13135 1.23038 1.98803
C 2.58069 0.63078 1.64570
N 2.12249 0.83809 0.44477
C 3.05314 1.58005 -0.31212
C 2.88694 2.08574 -1.60239
C 3.91280 2.80631 -2.17375
C 5.10805 3.04717 -1.48002
C 5.27528 2.58580 -0.19421
C 4.23334 1.85609 0.37754
H 2.01358 0.12232 2.40919
H 1.95806 1.95556 -2.13383
H 3.78754 3.21322 -3.16972
H 5.89574 3.62352 -1.94886
H 6.18118 2.79630 0.36163
*
```

Its expectation value of S² is 6.049. The calculation puts the frontier orbital gap (alpha / beta) at 0.273 / 0.187 Ha.

Here is a structure of composition C51H41Br2N2OP2SiTi from OMol25. Energies are from ωB97M-V/def2-TZVPD.

```
! wB97M-V def2-TZVPD RIJCOSX def2/J DEFGRID3
* xyz 1 3
Ti 0.50719 0.27760 0.35995
C -1.82995 -3.21428 -2.50753
Si -0.36076 -2.13375 -2.26235
C -0.21166 -0.87087 -3.64339
C -0.19113 -1.41793 -4.93460
C 0.02836 -0.63693 -6.05956
C 0.24010 0.72690 -5.91600
C 0.21105 1.29646 -4.65439
C -0.01474 0.51382 -3.52439
P -0.30536 1.37325 -1.92651
C 0.78230 2.84026 -1.95146
C 3.35472 2.99898 -2.10310
C 3.54726 4.48530 -2.20346
C 2.58211 5.43349 -2.21453
C 1.16109 5.27795 -2.25405
C 0.37648 4.10547 -2.26706
C -2.06155 1.79660 -2.24125
C -2.98943 0.99015 -1.58621
C -4.35434 1.11401 -1.81949
C -4.81162 2.05886 -2.72302
C -3.89665 2.84077 -3.41909
C -2.53630 2.70014 -3.19464
C 1.22909 -3.13906 -2.31582
C 1.31276 -4.20703 -3.21148
C 2.46499 -4.97253 -3.33579
C 3.56987 -4.67890 -2.55610
C 3.52043 -3.62234 -1.65727
C 2.36632 -2.85175 -1.52917
P 2.36030 -1.41745 -0.39587
C 2.65824 0.07359 -1.40261
C 2.23622 1.25483 -0.58707
C 2.11723 2.61705 -1.25089
C 3.37991 2.33944 -3.46022
C 3.24338 1.03132 -3.67913
C 3.01968 -0.03433 -2.69351
C 3.84183 -1.62757 0.63035
C 3.82500 -2.64718 1.58289
C 4.92555 -2.86682 2.39742
C 6.04674 -2.05266 2.28238
C 6.06855 -1.03171 1.34086
C 4.97237 -0.82589 0.50735
H -1.70982 -3.87565 -3.36930
H -2.72652 -2.61155 -2.67264
H -1.97526 -3.83052 -1.61746
H -0.34547 -2.48405 -5.07113
H 0.03670 -1.09004 -7.04300
H 0.42341 1.34790 -6.78388
H 0.38006 2.36237 -4.54814
H 4.21033 2.61021 -1.53674
H 4.57220 4.83262 -2.29087
H 2.92402 6.46073 -2.28158
H 0.61257 6.20235 -2.39545
H -0.66495 4.26650 -2.51035
H -2.63426 0.21690 -0.91378
H -5.05329 0.46642 -1.30465
H -5.87236 2.17029 -2.90558
H -4.24553 3.55048 -4.15832
H -1.85048 3.27301 -3.80354
H 0.45678 -4.46612 -3.82488
H 2.49647 -5.79721 -4.03657
H 4.47333 -5.26928 -2.64223
H 4.39506 -3.40350 -1.05806
H 2.91586 1.34326 0.26710
H 2.12187 3.34221 -0.42730
H 3.52514 2.98423 -4.32183
H 3.30589 0.69329 -4.70878
H 3.13602 -1.03862 -3.09019
H 2.94843 -3.28037 1.68064
H 4.91118 -3.67114 3.12273
H 6.90674 -2.22109 2.91844
H 6.94652 -0.40591 1.24221
H 4.99928 -0.04584 -0.24517
Br -0.70982 3.39088 1.04063
C 0.57352 4.74537 1.49839
Br 2.15283 4.07965 2.36104
H 0.07819 5.42191 2.18009
H 0.86390 5.22152 0.57007
C -3.40392 -0.27473 2.32208
C -2.45190 0.43915 1.59401
N -1.15069 0.25364 1.72148
C -0.72613 -0.60656 2.67920
C -1.59825 -1.36192 3.45549
C -2.97297 -1.20284 3.22878
C -1.08078 -2.20975 4.49868
C 0.22175 -2.17618 4.82683
C 1.13413 -1.31227 4.11920
C 2.45399 -1.07675 4.55020
C 3.23257 -0.18204 3.87752
C 2.72762 0.40758 2.71106
N 1.51276 0.17475 2.25801
C 0.69462 -0.61615 2.99968
H -4.45500 -0.08806 2.15256
H -2.76274 1.17371 0.86464
H -3.68166 -1.78913 3.80201
H -1.77234 -2.83767 5.04651
H 0.60091 -2.77101 5.64856
H 2.82669 -1.58793 5.43080
H 4.23985 0.04901 4.19541
H 3.34431 1.06991 2.12006
O -0.80969 -2.23540 0.35985
C -0.37442 -1.43239 -0.48947
*
```

Its expectation value of S² is 2.061. The value obtained for the relative energy (zero: lowest compared OMol25 entry of this formula, charge and spin) is 70.81 kcal/mol. The calculation puts the frontier orbital gap (alpha / beta) at 0.235 / 0.227 Ha.

Here is a structure of composition C51H41BrN3OPSbV from OMol25. Energies are from ωB97M-V/def2-TZVPD.

```
! wB97M-V def2-TZVPD RIJCOSX def2/J DEFGRID3
* xyz 3 2
V 0.20308 -1.77661 0.56623
C 4.57124 0.88876 -3.05523
C 3.36962 0.22082 -3.26509
C 2.72997 -0.39018 -2.19913
C 3.29882 -0.34060 -0.92404
C 4.52116 0.29419 -0.72061
C 5.14957 0.91705 -1.79125
P 2.51964 -1.29771 0.37039
C 2.61380 -0.64961 2.02336
C 2.15604 -1.53331 3.02048
C 2.05782 -1.10165 4.33354
C 2.41265 0.20429 4.65248
C 2.88434 1.07147 3.66785
C 2.97463 0.65591 2.34872
C 3.36841 -2.87196 0.41345
C 4.71586 -3.11512 0.47480
C 5.16842 -4.45052 0.50589
C 4.27223 -5.48809 0.47452
C 2.88236 -5.23945 0.41685
C 1.90492 -6.26691 0.42155
C 0.56101 -5.97124 0.39241
C 0.12092 -4.64435 0.33632
C 1.04145 -3.57857 0.33973
C 2.44088 -3.90643 0.37892
H 5.06412 1.38415 -3.88454
H 2.94210 0.17234 -4.26122
H 1.80909 -0.93315 -2.36081
H 4.98662 0.30676 0.25982
H 6.10000 1.41684 -1.63914
H 1.93684 -2.56808 2.77604
H 1.72505 -1.78173 5.10851
H 2.34218 0.54452 5.68030
H 3.18865 2.07808 3.93482
H 3.33831 1.33132 1.58962
H 5.43443 -2.30136 0.50036
H 6.23033 -4.65276 0.55683
H 4.62603 -6.51399 0.50176
H 2.22658 -7.30305 0.45081
H -0.17092 -6.76971 0.40134
H -0.94625 -4.49041 0.29107
Br -4.76147 -3.23125 1.24492
C -3.43841 -2.99623 -0.02940
C -3.58151 -3.42828 -1.33562
C -2.55453 -3.20017 -2.26176
C -1.41464 -2.56607 -1.86123
N -1.27552 -2.15775 -0.57209
C -2.27799 -2.34325 0.31595
H -4.48523 -3.94928 -1.63457
H -2.65447 -3.52817 -3.28822
H -0.57853 -2.40330 -2.52065
H -2.14773 -1.99326 1.34554
C 3.07112 4.72719 -0.60696
C 2.54699 4.38590 0.63365
C 1.75155 3.25367 0.76684
C 1.47117 2.46928 -0.34972
C 1.99408 2.81114 -1.59495
C 2.80124 3.93408 -1.71762
Sb 0.02035 0.92254 -0.22319
C -0.77301 1.33484 1.68666
C -0.83443 0.28804 2.60503
C -1.34201 0.46157 3.88254
C -1.79790 1.72133 4.25166
C -1.73023 2.78399 3.35403
C -1.22359 2.59607 2.07264
C -1.14182 1.74910 -1.77293
C -2.06708 2.73438 -1.42781
C -2.65438 3.48925 -2.43616
C -2.30604 3.26517 -3.76633
C -1.39706 2.26772 -4.09829
C -0.80732 1.49844 -3.09974
H 3.67747 5.61948 -0.71306
H 2.74899 5.00659 1.50060
H 1.34491 3.00620 1.73642
H 1.76856 2.22737 -2.47632
H 3.21143 4.19789 -2.68763
H -0.44360 -0.71148 2.36515
H -1.38912 -0.36544 4.58110
H -2.19352 1.87735 5.24838
H -2.07480 3.76709 3.65581
H -1.16733 3.43652 1.39218
H -2.36044 2.90329 -0.39620
H -3.39246 4.24172 -2.17622
H -2.74885 3.87167 -4.54689
H -1.13912 2.08994 -5.13534
H -0.10361 0.71868 -3.37105
N -7.76774 2.29919 -1.37299
C -6.52673 2.70055 -1.01473
O -6.13754 3.85127 -1.00392
C -5.52535 1.63838 -0.63680
C -5.04862 1.56809 0.66490
C -3.93596 0.78848 0.92283
N -3.25967 0.12613 -0.03022
C -3.77527 0.15447 -1.26727
C -4.90578 0.86942 -1.61337
H -8.44591 2.99387 -1.63948
H -8.04614 1.33482 -1.35926
H -5.51959 2.13218 1.46286
H -3.54093 0.72262 1.93535
H -3.23022 -0.38888 -2.03502
H -5.25674 0.87585 -2.63985
*
```

Its expectation value of S² is 0.934. The calculation puts the frontier orbital gap (alpha / beta) at 0.191 / 0.228 Ha.

| no. | energy (eV) | maximum force (hartree/bohr) |
| --- | --- | --- |
| 1 | -109733.15006 | 0.010 |
| 2 | -86665.70137 | 0.019 |
| 3 | -248229.90714 | 0.031 |
| 4 | -171600.03715 | 0.025 |